Record 1
A cluster of 9 separate species, C26H68BrN4O10 in total. Source: the Open Molecules 2025 dataset; level of theory: ωB97M-V/def2-TZVPD.

E_tot	-124532.55458	eV
LUMO level	-2.4138	eV
charge	+1
max |F|	5.551	eV/Å
gap between HOMO and LUMO	8.99	eV

The geometry in XYZ format:
```
109
C26H68BrN4O10 | the Open Molecules 2025 dataset | ωB97M-V/def2-TZVPD
C -5.2336 -0.2784 1.4065
C -5.6692 0.1366 -0.0977
C -4.8852 1.3927 -0.7038
Br -4.6470 2.8658 0.6628
C -3.4136 1.0825 -1.3118
N -2.3936 1.6171 -0.3540
C -1.6518 0.5911 0.3524
N -0.4438 0.9422 0.8471
N -2.1649 -0.7568 0.5988
C -2.4420 -1.3732 -0.7387
N -3.1909 -2.6631 -0.5320
C -3.1689 -0.4221 -1.7918
C -2.1646 -0.3322 -3.0789
C -1.9896 -1.7276 -3.8406
O -3.2216 -2.4948 -3.9839
C -2.8170 -3.8787 -4.1434
O -2.6154 -4.6418 -3.1665
H -5.1202 -1.4292 1.3868
H -6.0483 -0.0543 2.1743
H -4.2776 0.2235 1.7720
H -5.6690 -0.8026 -0.7432
H -6.7791 0.4579 -0.0136
H -5.5462 1.8779 -1.5195
H -3.3247 1.7374 -2.2645
H -1.7766 2.2933 -0.8309
H -0.2084 0.5215 1.7680
H 0.1684 1.6354 0.3851
H -1.3465 -1.2723 0.9899
H -1.4096 -1.6797 -1.1740
H -2.4421 -3.3876 -0.4934
H -3.6814 -2.8836 -1.4256
H -4.1238 -0.9169 -2.2175
H -1.1499 0.1458 -2.7919
H -2.6552 0.4116 -3.8274
H -1.5322 -1.5882 -4.8789
H -1.2519 -2.3918 -3.2414
H -2.6602 -4.2074 -5.2421
C 4.0930 -0.5919 1.5579
C 2.6987 -0.8731 2.0799
O 1.9365 -1.5706 1.0997
H 4.0472 0.0031 0.6417
H 4.6864 -0.0520 2.2998
H 4.6074 -1.5239 1.3073
H 2.1807 0.0623 2.3089
H 2.7372 -1.4788 2.9912
H 2.3958 -2.3996 0.9092
C 5.8515 2.7933 4.0971
C 6.4757 1.4713 4.4970
O 7.0652 0.8419 3.3613
H 5.0892 2.6407 3.3280
H 5.3909 3.2836 4.9578
H 6.6040 3.4637 3.6717
H 5.7174 0.7970 4.9011
H 7.2479 1.6182 5.2581
H 7.7410 1.4402 3.0145
C 2.0348 4.9668 -1.0893
C 1.5389 3.5702 -0.7777
O 0.6574 3.6007 0.3470
H 2.5576 5.3890 -0.2272
H 2.7139 4.9570 -1.9439
H 1.1970 5.6342 -1.3127
H 2.3759 2.9130 -0.5344
H 1.0034 3.1449 -1.6334
H -0.0851 4.1781 0.1208
C -0.7313 -1.2501 5.7875
C -0.7185 -1.7356 4.3525
O -0.4833 -0.6437 3.4661
H -1.5060 -0.4923 5.9292
H -0.9161 -2.0767 6.4771
H 0.2235 -0.7828 6.0466
H -1.6803 -2.1817 4.0912
H 0.0631 -2.4862 4.2005
H 0.3737 -0.2593 3.6981
C -8.9243 -2.9603 2.7212
C -8.7465 -2.2585 1.3897
O -7.4215 -2.4502 0.9058
H -8.2096 -2.5779 3.4547
H -9.9364 -2.8160 3.1065
H -8.7357 -4.0333 2.6213
H -8.9144 -1.1847 1.4981
H -9.4515 -2.6450 0.6470
H -7.2829 -3.4014 0.8038
C 5.3422 2.5784 -4.5387
C 4.8942 2.3994 -3.1021
O 3.5136 2.7255 -2.9728
H 5.1791 3.6085 -4.8658
H 6.4017 2.3366 -4.6502
H 4.7626 1.9356 -5.2079
H 5.4602 3.0584 -2.4403
H 5.0440 1.3667 -2.7718
H 3.0187 2.1329 -3.5542
C 9.1616 -2.5800 3.7445
C 7.6881 -2.7364 4.0632
O 7.2638 -1.7049 4.9438
H 9.7577 -2.6146 4.6600
H 9.5020 -3.3711 3.0717
H 9.3547 -1.6113 3.2743
H 7.5024 -3.6954 4.5519
H 7.0837 -2.6909 3.1509
H 7.4232 -0.8592 4.5000
C -2.7637 0.7890 -8.2154
C -2.0365 1.2224 -6.9584
O -2.9727 1.5710 -5.9440
H -3.4127 1.5899 -8.5782
H -2.0558 0.5240 -9.0042
H -3.4047 -0.0744 -8.0135
H -1.4147 2.0973 -7.1590
H -1.3928 0.4197 -6.5827
H -3.5139 0.7898 -5.7658
```


Record 2
A cluster of 7 separate species, C26H69N3O12 in total. Source: the Open Molecules 2025 dataset; level of theory: ωB97M-V/def2-TZVPD.

E_tot	-57110.72688	eV
structure (SMILES)	COCCNCCOC.COCCNCCOC.COCCNCCOC.OCCO.OCCO.CCO.CCO
LUMO level	0.5041	eV
max |F|	10.008	eV/Å
relative energy (zero: lowest compared OMol25 entry of this formula, charge and spin)	65.1	kcal per mole
gap between HOMO and LUMO	9.10	eV

The geometry in XYZ format:
```
110
C26H69N3O12 | the Open Molecules 2025 dataset | ωB97M-V/def2-TZVPD
C 1.7801 -2.6163 3.1473
O 2.1134 -1.1631 3.1140
C 1.0325 -0.3325 3.4530
C 1.6297 0.9983 3.6060
N 0.5533 1.9062 3.6106
C 0.9733 3.2648 3.8520
C -0.2098 4.1137 3.8508
O 0.0109 5.3394 3.8450
C -0.9248 6.1542 4.4643
H 1.1432 -2.9366 2.3918
H 1.3084 -2.8778 4.1007
H 2.7265 -3.1709 3.0828
H 0.5344 -0.6621 4.3396
H 0.4205 -0.3469 2.6402
H 2.3376 1.1382 2.7867
H 2.2192 1.0907 4.5171
H 0.1529 1.8546 2.6785
H 1.5493 3.5537 2.9395
H 1.5345 3.4312 4.7457
H -0.5607 3.8870 4.8669
H -0.9698 3.9047 3.1006
H -0.6567 7.1729 4.2022
H -0.9966 6.0213 5.5632
H -1.9431 5.9372 4.0549
C 5.5251 3.4895 -3.3169
O 5.1901 2.7322 -2.1853
C 6.2681 1.9579 -1.6220
C 5.7666 0.7424 -0.9558
N 4.7814 0.0521 -1.7735
C 4.1165 -0.9223 -0.9906
C 2.9168 -1.3613 -1.6580
O 2.3374 -2.4527 -1.3575
C 1.8849 -2.5135 -0.0174
H 6.2562 4.2930 -3.1050
H 4.6641 3.9780 -3.5980
H 5.9348 2.9497 -4.2030
H 6.7827 2.5919 -0.9403
H 7.0028 1.7511 -2.3517
H 5.3415 1.0219 0.0420
H 6.6690 0.1379 -0.7530
H 5.1371 -0.4987 -2.5419
H 3.9312 -0.7198 0.0253
H 4.7048 -1.8027 -0.9335
H 3.0660 -1.3451 -2.7221
H 2.1744 -0.5989 -1.6322
H 1.3279 -1.6106 0.2420
H 2.8008 -2.6372 0.5973
H 1.3782 -3.4413 0.1911
C -3.6624 4.4304 1.4081
O -2.8848 3.3052 1.0120
C -3.3253 2.8314 -0.2745
C -3.1253 1.3171 -0.2921
N -3.5778 0.8694 -1.5810
C -3.4936 -0.5930 -1.6671
C -4.1275 -1.1309 -2.9773
O -4.3565 -2.3223 -3.1827
C -3.2997 -3.1402 -3.5571
H -3.3133 4.7728 2.3803
H -4.6880 4.2494 1.6494
H -3.5537 5.2570 0.7342
H -2.7626 3.3261 -1.0733
H -4.3280 3.0672 -0.4934
H -3.6654 0.8201 0.5211
H -2.0515 1.1269 -0.1771
H -2.9872 1.3321 -2.3006
H -4.1212 -1.0230 -0.8343
H -2.4104 -0.7502 -1.7426
H -3.5590 -0.6125 -3.7902
H -5.0834 -0.6955 -3.0342
H -2.4607 -2.9426 -2.8754
H -3.2059 -3.0538 -4.6623
H -3.5588 -4.2199 -3.3403
O -1.8268 1.0997 2.3977
C -2.8702 0.9397 3.2927
C -2.2631 0.4537 4.5528
O -1.5561 1.4990 5.1597
H -2.0185 1.9416 1.9324
H -3.4121 1.8710 3.4656
H -3.6124 0.2856 2.8584
H -1.5093 -0.3455 4.3021
H -2.9890 0.0682 5.2004
H -0.8113 1.7127 4.5994
O -2.4436 -1.4108 1.2752
C -1.4223 -2.1184 0.6118
C -2.0573 -3.3288 0.1444
O -1.1414 -4.2045 -0.4880
H -1.9826 -0.6542 1.6823
H -1.0054 -1.6381 -0.2760
H -0.6663 -2.4521 1.3313
H -2.7823 -3.1450 -0.5953
H -2.5494 -3.8971 0.9901
H -1.0319 -4.0173 -1.4145
C -0.4732 -5.3793 -3.8640
C 0.6380 -4.9219 -3.0783
O 0.3570 -3.5386 -2.9488
H -0.3233 -6.4372 -4.1122
H -0.5974 -4.8633 -4.7992
H -1.3455 -5.3675 -3.3143
H 1.6106 -5.0637 -3.5302
H 0.7147 -5.3589 -2.0761
H 1.1110 -3.1430 -2.4978
C 0.0464 -0.2617 -3.0506
C 0.1684 -0.6831 -4.4198
O -0.8145 -1.7106 -4.7191
H -0.9130 0.1677 -2.8571
H 0.8193 0.5418 -2.9209
H 0.1369 -1.0586 -2.2515
H 1.1899 -1.0923 -4.5753
H 0.0352 0.2455 -5.0341
H -0.5239 -2.4118 -4.2163
```


Record 3
A structure of composition C26H70B3N2O6Zr. Source: the Open Molecules 2025 dataset; level of theory: ωB97M-V/def2-TZVPD.

E_tot	-46656.92571	eV
LUMO level	-4.6010	eV
charge	+1
max |F|	3.185	eV/Å
gap between HOMO and LUMO	5.21	eV

The geometry in XYZ format:
```
108
C26H70B3N2O6Zr | the Open Molecules 2025 dataset | ωB97M-V/def2-TZVPD
Zr -5.1365 -17.0351 3.8388
B -3.1369 -18.2320 4.2535
H -3.1958 -18.3110 3.1288
H -3.2281 -17.1212 4.4034
H -4.0855 -18.6272 4.7166
H -2.1401 -18.6811 4.6003
B -6.2760 -17.1914 5.7459
H -5.1736 -17.3485 5.8735
H -6.6444 -17.8971 4.9547
H -6.9367 -17.3066 6.6751
H -6.4439 -16.1578 5.3300
B -5.7471 -18.6414 2.4250
H -4.9127 -17.9483 2.1664
H -5.8877 -19.4937 1.6722
H -5.6829 -18.9945 3.4904
H -6.6657 -17.9836 2.3337
C -5.1740 -21.6536 4.9370
O -6.0688 -20.7886 5.6020
C -7.3404 -21.3715 5.7827
C -8.2442 -20.4314 6.5982
O -9.2684 -21.1478 7.2415
C -10.3576 -21.4742 6.4121
H -4.2677 -21.1038 4.6781
H -5.5974 -22.0762 4.0219
H -4.8473 -22.4564 5.6018
H -7.2433 -22.3075 6.3386
H -7.8517 -21.5372 4.8287
H -8.6016 -19.6091 5.9687
H -7.6714 -19.9556 7.3960
H -10.0624 -22.1093 5.5741
H -10.8699 -20.5788 6.0308
H -11.1281 -21.9282 7.0348
C -3.2848 -16.1316 1.1489
O -3.7212 -15.9048 2.5036
C -3.2096 -14.6441 2.9522
C -3.0777 -14.5870 4.4825
O -4.1839 -15.1560 5.1367
C -4.2228 -14.8642 6.5369
H -3.6565 -17.0854 0.7888
H -2.1969 -16.2637 1.0954
H -3.4343 -15.2644 0.5070
H -3.8024 -13.7822 2.6262
H -2.2271 -14.4255 2.5309
H -2.9520 -13.5217 4.6957
H -2.1308 -15.0748 4.7370
H -4.1931 -13.7831 6.6911
H -3.4145 -15.3881 7.0482
H -5.2026 -15.1693 6.8962
C -2.4152 -17.1363 11.1238
C -3.7514 -17.8268 10.8101
C -4.2856 -17.5425 9.3980
C -3.3634 -18.1159 8.3155
C -3.4233 -19.6281 8.4907
C -3.0397 -20.1381 9.9055
N -3.7025 -19.2899 10.9198
O -3.5552 -19.8059 12.2276
C -3.6238 -21.5519 9.9882
C -1.5126 -20.1833 10.1337
C -4.8355 -17.3287 11.7710
H -2.0759 -17.4141 12.1218
H -2.5418 -16.0562 11.0272
H -1.6008 -17.4213 10.4575
H -5.2803 -17.9869 9.3388
H -4.4421 -16.4633 9.2858
H -2.3260 -17.8422 8.5257
H -3.6393 -17.8715 7.2936
H -2.5927 -20.0129 7.8834
H -4.3418 -20.0438 8.0750
H -4.7179 -21.5062 9.9627
H -3.3420 -22.1690 9.1343
H -3.3989 -22.0728 10.9193
H -1.1901 -21.1280 10.5665
H -0.9622 -19.9111 9.2305
H -1.2275 -19.4332 10.8694
H -4.9231 -16.2448 11.8912
H -4.7014 -17.7350 12.7730
H -5.8414 -17.5787 11.4223
H -4.4308 -20.1757 12.3860
C 1.1708 -23.7239 3.1881
C 1.0042 -24.2357 4.6464
C 2.0016 -23.4409 5.5284
C 1.5638 -22.0306 5.9211
C 0.1612 -22.1006 6.5163
C -0.8230 -22.8127 5.5817
N -0.3334 -24.1387 5.2165
O -1.2877 -24.9133 4.5269
C -2.1012 -22.9962 6.3883
C -1.1547 -21.8538 4.4110
C 1.4666 -25.7031 4.6934
H 0.2893 -23.9216 2.5771
H 2.0458 -24.1867 2.7326
H 1.4228 -22.6627 3.1968
H 2.2678 -23.9590 6.4528
H 2.9612 -23.3426 5.0115
H 1.6090 -21.3219 5.0877
H 2.2574 -21.6053 6.6505
H -0.1689 -21.1270 6.8892
H 0.2167 -22.6661 7.4547
H -2.5324 -22.0851 6.8074
H -2.9370 -23.4306 5.8305
H -1.9582 -23.7452 7.1705
H -1.5794 -20.9530 4.8506
H -0.3336 -21.6263 3.7356
H -1.9051 -22.3406 3.7756
H 0.8121 -26.3505 4.1040
H 1.3736 -26.1056 5.7027
H 2.4706 -25.8113 4.2883
H -1.3504 -24.4896 3.6497
```


Record 4
A cluster of 9 separate species, C26H70NO9S in total. Source: the Open Molecules 2025 dataset; level of theory: ωB97M-V/def2-TZVPD.

E_tot	-58842.50524	eV
LUMO level	-3.3642	eV
charge	+1
max |F|	0.998	eV/Å
gap between HOMO and LUMO	8.37	eV

The geometry in XYZ format:
```
107
C26H70NO9S | the Open Molecules 2025 dataset | ωB97M-V/def2-TZVPD
N -1.3757 -1.3973 -0.4758
S -0.0106 -2.2412 -0.9482
C 0.1044 -2.3861 -2.7438
C 1.1977 -1.5258 -3.3771
O 1.3557 -0.3747 -3.0594
H -2.1469 -1.5783 -1.1140
H -1.2178 -0.3760 -0.3776
H 0.8775 -1.2614 -0.6961
H 0.2602 -3.4508 -2.9247
H -0.8638 -2.0613 -3.1374
H 1.8349 -2.0272 -4.1251
C -1.8769 -0.2660 3.3721
C -2.4243 -1.6789 3.2836
C -1.3138 -2.7174 3.3205
O -3.2174 -1.8435 2.1060
H -1.2361 -0.0814 2.5031
H -2.6862 0.4648 3.3597
H -1.2879 -0.1064 4.2742
H -3.1127 -1.8611 4.1112
H -0.6399 -2.5683 2.4694
H -1.7262 -3.7240 3.2594
H -0.7235 -2.6356 4.2338
H -2.6266 -1.6985 1.3575
C 3.3801 -5.6753 -2.5262
C 2.9625 -4.6733 -1.4664
C 3.7373 -4.8420 -0.1756
O 1.5436 -4.7598 -1.2176
H 3.2020 -6.6924 -2.1676
H 2.8160 -5.5320 -3.4480
H 4.4416 -5.5795 -2.7532
H 3.1079 -3.6590 -1.8555
H 3.5740 -5.8358 0.2471
H 3.4294 -4.1061 0.5679
H 4.8085 -4.7331 -0.3457
H 1.3633 -5.6410 -0.8698
C 1.7888 2.0899 0.2839
C 0.5337 1.7447 -0.4950
C 0.0055 2.9284 -1.2737
O -0.4693 1.1582 0.3470
H 1.5798 2.8911 0.9970
H 2.1600 1.2313 0.8463
H 2.5733 2.4325 -0.3895
H 0.7512 0.9364 -1.1928
H -0.2472 3.7387 -0.5877
H -0.9068 2.6666 -1.8103
H 0.7390 3.2900 -1.9930
H -0.7951 1.8085 0.9828
C -4.5796 4.5863 1.3553
C -3.5171 5.2062 0.4635
C -4.1134 6.1647 -0.5495
O -2.7544 4.1863 -0.1986
H -5.2954 4.0235 0.7489
H -4.1314 3.9039 2.0780
H -5.1313 5.3537 1.8990
H -2.7843 5.7276 1.0829
H -4.8118 5.6453 -1.2105
H -3.3332 6.6002 -1.1739
H -4.6516 6.9733 -0.0526
H -3.3636 3.7039 -0.7692
C -8.0228 6.8251 -1.6193
C -6.9545 7.4257 -2.5181
C -7.5360 8.3953 -3.5322
O -6.2179 6.3911 -3.1805
H -8.7469 6.2656 -2.2184
H -7.5758 6.1408 -0.8974
H -8.5636 7.6001 -1.0749
H -6.2151 7.9413 -1.9019
H -8.2450 7.8760 -4.1833
H -6.7469 8.8166 -4.1539
H -8.0659 9.2115 -3.0402
H -6.8442 5.9151 -3.7376
C 6.0028 -0.3958 -5.7926
C 4.7861 -1.2841 -5.9744
C 3.7039 -0.6150 -6.8035
O 4.2658 -1.6942 -4.6994
H 5.7224 0.5265 -5.2753
H 6.7643 -0.9034 -5.2019
H 6.4343 -0.1224 -6.7554
H 5.0851 -2.2191 -6.4514
H 3.3646 0.3011 -6.3107
H 2.8481 -1.2791 -6.9295
H 4.0760 -0.3453 -7.7918
H 4.0217 -0.8864 -4.2301
C -3.3650 1.6600 6.6216
C -1.9409 1.2391 6.9437
C -1.5239 1.6560 8.3433
O -1.0263 1.7446 5.9671
H -3.4541 2.7491 6.6704
H -3.6448 1.3379 5.6185
H -4.0721 1.2333 7.3335
H -1.8553 0.1534 6.8506
H -1.5649 2.7449 8.4378
H -0.5051 1.3323 8.5525
H -2.1875 1.2283 9.0953
H -1.0540 2.7070 6.0097
C 7.1852 -7.9689 0.4453
C 6.7499 -6.9994 1.5312
C 7.5662 -7.1592 2.8019
O 5.3522 -7.1335 1.8027
H 7.0484 -8.9993 0.7849
H 6.5926 -7.8260 -0.4586
H 8.2382 -7.8347 0.1962
H 6.8516 -5.9752 1.1636
H 7.4401 -8.1682 3.2042
H 7.2417 -6.4461 3.5588
H 8.6282 -7.0048 2.6092
H 5.2032 -8.0235 2.1414
```